Computed, not measured: a cluster of 3 separate species, C27H48BrFO8PS in total in a non-equilibrium geometry, with wB97M-V/def2-TZVPD.

Geometry as XYZ:
```
87
Properties=species:S:1:pos:R:3:mulliken_charge:R:1
C -0.94384 4.63125 -1.45034 -0.603
C -2.17486 4.61022 -0.46680 -0.481
S -2.92777 2.91345 -0.27901 0.165
C -4.72352 3.24948 -0.50992 -0.929
P -5.83282 2.38388 0.73197 0.851
F -5.02651 1.48283 1.79610 -0.131
Br -6.76626 4.03756 1.94040 -0.127
C -7.24697 1.52469 -0.10421 -0.759
C -6.93138 0.08499 -0.67923 -0.557
O -5.96012 -0.64342 0.09089 -0.217
C -6.52890 -1.95279 0.29308 -0.469
C -5.50452 -3.02227 0.87662 -0.839
O -4.64464 -3.59493 -0.10722 -0.455
C -3.46961 -2.89408 -0.35051 0.479
C -2.60060 -3.46244 -1.40377 -0.842
C -1.30066 -2.85495 -1.73562 -0.405
C -0.81750 -1.65808 -1.05148 -0.583
C 0.60323 -0.97434 -1.32569 3.376
C 0.36427 0.56960 -1.24010 -1.819
C 1.02892 -1.46287 -2.77204 -1.938
C 1.60656 -1.61023 -0.27514 -1.661
C 2.62355 -0.65222 0.44474 2.261
C 3.64053 -1.62440 1.23032 -1.645
C 3.54657 0.20021 -0.52803 -1.569
C 1.97272 0.23721 1.61144 -1.459
C -1.68670 -1.06074 -0.01509 -0.602
C -2.98739 -1.68496 0.30608 -0.257
H -0.17997 5.37290 -1.07864 0.314
H -0.44528 3.62875 -1.42054 -0.044
H -1.20012 4.89843 -2.50552 0.282
H -2.92076 5.36489 -0.83983 0.304
H -1.85387 4.91940 0.55855 0.318
H -4.86124 4.36048 -0.37679 0.439
H -5.10427 3.02707 -1.55149 0.450
H -7.51771 2.17253 -0.99309 0.410
H -8.15337 1.55382 0.56380 0.494
H -7.90350 -0.48924 -0.62176 0.452
H -6.66190 0.09249 -1.77628 0.316
H -7.38028 -1.93113 1.04012 0.398
H -6.88087 -2.38170 -0.68241 0.416
H -4.98458 -2.66135 1.80410 0.361
H -6.17168 -3.86597 1.22465 0.385
H -2.92616 -4.39576 -1.93247 0.338
H -0.69535 -3.36626 -2.51703 0.244
H 0.10549 0.96058 -0.22814 0.125
H -0.51804 0.80116 -1.90965 0.511
H 1.23519 1.10599 -1.71687 0.305
H 0.21904 -1.23834 -3.51639 0.434
H 1.22623 -2.57091 -2.81283 0.431
H 1.97451 -0.94720 -3.08309 0.278
H 1.04466 -2.21174 0.49725 0.424
H 2.22671 -2.37379 -0.83459 0.398
H 3.11622 -2.00049 2.15969 0.401
H 4.60321 -1.12287 1.48992 0.396
H 3.79203 -2.53192 0.58006 0.345
H 3.09356 1.22362 -0.64591 0.243
H 3.77364 -0.30558 -1.49874 0.133
H 4.52943 0.37787 -0.00067 0.421
H 2.68879 0.25324 2.46895 0.462
H 1.06556 -0.34168 1.95808 0.255
H 1.66048 1.24841 1.25131 0.242
H -1.42511 -0.16285 0.58245 0.412
H -3.61326 -1.21059 1.10018 0.114
C 4.68509 3.76712 -3.35515 -0.708
O 4.50633 2.36827 -3.57317 -0.188
C 4.64466 1.98863 -4.84972 0.686
O 4.89615 2.70998 -5.77779 -0.543
O 4.45319 0.66525 -4.91054 -0.233
C 4.57156 0.11645 -6.22377 -0.699
H 4.55027 3.95402 -2.29078 0.206
H 5.69241 4.07538 -3.63661 0.316
H 3.93878 4.34137 -3.90591 0.326
H 5.57445 0.27865 -6.61972 0.306
H 3.82121 0.54480 -6.88926 0.322
H 4.39756 -0.95569 -6.14933 0.212
C 3.56905 -0.61203 8.09238 -0.636
O 3.83177 -0.92957 6.72574 -0.293
C 4.33304 -2.15625 6.53494 0.737
O 4.56447 -2.96601 7.39290 -0.534
O 4.53141 -2.32316 5.22188 -0.223
C 5.06822 -3.59798 4.86843 -0.687
H 3.16835 0.39980 8.12407 0.212
H 2.82663 -1.29297 8.51019 0.295
H 4.48868 -0.63962 8.67775 0.294
H 4.38478 -4.39709 5.15786 0.333
H 6.04732 -3.74428 5.32574 0.335
H 5.18541 -3.62000 3.78600 0.174
```

Output
Net charge   +1
Electronic energy   -5072.609243 a.u.
Lowest unoccupied orbital energy   -4.2 eV
Gap between HOMO and LUMO   5.8 eV